Density functional theory data (ωB97M-V/def2-TZVPD) for a molecular structure, C6H8.

Last column: Mulliken charge in e.
Positions of all 14 atoms, in Å:
C 0.75467 0.00081 1.04094  -0.47
C 0.68393 0.39687 -1.13810  -0.51
C -0.06381 -0.76372 -0.51341  -0.66
C -1.17334 0.14177 -0.03563  0.06
C 0.10620 1.05204 0.11631  -0.37
C -1.14940 -0.69803 1.17613  -0.69
H 0.66924 0.08918 2.11708  0.34
H -2.03945 0.34829 -0.66441  0.41
H 1.79572 -0.23528 0.78133  0.30
H 1.77653 0.33852 -1.21296  0.28
H 0.11924 2.12086 0.33756  0.47
H 0.23155 0.70485 -2.08804  0.28
H -1.55379 -1.70499 0.94087  0.15
H -0.15729 -1.79117 -0.85767  0.41

Atoms 1-2, force components in eV/Å:
C 0.3818 0.2168 0.2935
C 0.1602 0.0365 -0.1193

HOMO in eV: -7.41
Molar mass in g mol⁻¹: 80.13
Spin multiplicity: 1
Relative energy (zero: lowest compared OMol25 entry of this formula, charge and spin) in kcal per mole: 160.4

***

Density functional theory data (ωB97M-V/def2-TZVPD) for 3 unconnected molecules or ions with the total composition C2H10B2N2 in a non-equilibrium geometry.

Last column: Mulliken charge in e.
Positions of all 16 atoms, in Å:
N 2.99290 1.20058 0.05252  0.17
N -1.57582 -0.46486 -1.52041  -0.30
C -0.42156 1.38174 -0.49392  -1.03
C -1.33768 0.34213 -0.46830  0.22
B -2.47518 -1.50175 -1.83581  0.12
B 2.49686 0.26676 -0.60317  -0.41
H -0.22378 2.10329 0.27203  0.27
H -1.87099 0.20782 0.38745  0.45
H 4.77157 0.29538 2.33238  -0.12
H -0.83873 -0.27861 -2.18267  0.17
H -3.49231 -1.83426 -1.19459  -0.06
H 4.64871 0.50816 3.04278  0.12
H -2.24667 -1.93924 -2.90146  -0.06
H 3.50660 2.06495 0.30669  0.28
H 0.13701 1.43313 -1.44678  0.19
H 1.90714 -0.66513 -0.87113  -0.02

Atoms 1-2, force components in eV/Å:
N 1.1127 1.5138 -0.2997
N 0.3500 -1.2134 -1.1461

SMILES: [H]/B=N/[H].[H][H].BNC=C
HOMO in eV: -8.75
Molar mass in g mol⁻¹: 83.74
Spin multiplicity: 1
Relative energy (zero: lowest compared OMol25 entry of this formula, charge and spin) in kcal per mole: 64.0

***

Density functional theory data (ωB97M-V/def2-TZVPD) for 2 unconnected molecules or ions with the total composition C12H25BrN5O in a non-equilibrium geometry.

Last column: Mulliken charge in e.
Positions of all 44 atoms, in Å:
Br -4.59543 -0.82162 0.49494  -0.16
O -2.58093 0.60737 -5.02225  -0.63
N -0.15135 0.38246 -0.08846  0.12
N -3.98201 -1.14936 -4.74719  -0.37
N -3.49036 0.24297 -2.98041  -0.28
N 1.53138 1.26102 -1.21659  -1.07
N 1.91513 0.71342 -0.06014  0.91
C 1.14690 -0.54469 2.03717  -0.24
C 0.23829 1.04616 -1.24151  -0.18
C -2.33575 0.92447 1.14235  -0.54
C 3.41372 -1.81327 -0.21062  -1.11
C 3.96380 -0.59861 0.62155  -0.47
C -3.30313 -0.05737 -4.30372  0.58
C 3.37659 0.78733 0.18609  -0.24
C -3.46204 0.09825 1.84249  -0.63
C -0.09281 -0.58400 2.97549  -1.22
C 3.79217 1.94554 1.14596  -1.24
C -1.53292 -0.04262 0.19835  -0.98
C 0.95141 0.16345 0.69516  0.86
H -4.07946 -0.28510 -2.36205  0.13
H -4.58122 -1.70790 -4.16879  0.16
H 4.89301 2.05583 1.03633  0.40
H 2.68788 -1.51942 -1.00140  0.29
H -2.86978 1.64152 0.47670  0.43
H 4.23596 -2.35113 -0.73103  0.35
H 3.33802 2.87800 0.75845  0.39
H 1.94192 0.01376 2.57926  0.32
H 2.92166 -2.56067 0.44214  0.30
H -3.00476 1.04498 -2.62408  0.16
H 3.54546 1.73545 2.20432  0.25
H 0.28435 -0.88517 3.97987  0.49
H -4.13061 0.76765 2.41653  0.46
H 3.85094 1.01162 -0.79281  0.30
H -3.04995 -0.71318 2.47287  0.28
H -2.06478 -0.05031 -0.77802  0.31
H -0.56489 0.40428 3.12927  0.22
H 3.73960 -0.79423 1.69221  0.21
H -0.83331 -1.36636 2.70667  0.22
H 1.54461 -1.56630 1.86823  0.16
H -0.52667 1.27644 -1.99035  0.45
H -3.86732 -1.39807 -5.71395  0.23
H 5.07130 -0.59985 0.54386  0.53
H -1.57202 -1.09827 0.54264  0.45
H -1.71260 1.50556 1.84450  0.41

Atoms 1-2, force components in eV/Å:
Br 0.3057 0.3536 0.5036
O 0.0921 0.0296 0.1725

HOMO in eV: -12.28
Molar mass in g mol⁻¹: 335.27
Total charge: +1
Spin multiplicity: 1

***

Density functional theory data (ωB97M-V/def2-TZVPD) for a molecular structure, C37H66As2F15N12O3S in a non-equilibrium geometry.

Last column: Mulliken charge in e.
Positions of all 136 atoms, in Å:
As -18.88618 9.50849 9.05931  1.94
As -21.82646 9.97260 14.47532  2.27
S -14.76046 13.61022 12.87221  1.19
F -12.64088 14.71241 13.85308  -0.21
F -20.18201 8.41681 9.55426  -0.53
F -12.89672 12.71037 14.68905  -0.19
F -17.67776 8.53300 9.83506  -0.53
F -23.23234 9.05274 13.96933  -0.48
F -22.74090 11.29961 15.07477  -0.47
F -20.11992 10.56130 8.33692  -0.46
F -14.27292 14.29683 15.34468  -0.21
F -20.80867 8.63722 13.89049  -0.56
F -20.34273 10.81079 14.86958  -0.68
F -17.53699 10.54895 8.55797  -0.57
F -18.99309 10.50246 10.42191  -0.36
F -18.63936 8.64793 7.54546  -0.47
F -21.86467 10.82477 12.95700  -0.44
F -21.79163 9.30663 16.05391  -0.51
O -14.00509 12.87168 11.86889  -0.69
O -15.01162 15.01114 12.60375  -0.81
O -15.88146 12.83782 13.43642  -0.68
N -16.68622 9.84129 13.73824  0.46
N -22.10974 5.55832 11.99459  0.19
N -13.67361 16.27412 9.00426  0.17
N -15.11318 14.69295 8.69620  0.22
N -25.85148 11.60424 10.98524  0.16
N -12.58230 9.56586 9.54263  0.08
N -24.47668 11.33137 9.31734  0.25
N -20.05185 14.83610 15.72989  0.19
N -18.32836 15.77902 14.74657  0.26
N -20.96429 3.97991 11.19219  0.19
N -17.35249 9.43840 15.73697  0.27
N -14.28181 8.85715 8.54073  0.20
C -15.96537 9.54150 15.73465  -0.90
C -23.20444 6.26143 12.67452  -0.98
C -12.99970 8.62941 8.70366  -0.07
C -20.11134 2.74537 11.04943  -0.39
C -15.55905 9.87030 14.52827  -0.30
C -23.99369 11.23919 7.94137  -0.38
C -14.47195 15.43155 9.62556  0.18
C -25.73973 11.60924 9.64916  0.02
C -18.21947 14.42412 14.62990  -0.48
C -21.28285 14.57953 16.56949  -0.61
C -18.51827 7.79355 17.20035  -1.17
C -27.00547 11.90335 11.82403  -0.87
C -13.53008 10.44398 9.80920  -0.66
C -19.27812 13.82287 15.19813  -0.98
C -22.93464 12.27469 7.50341  -0.96
C -13.54363 13.79375 14.29567  0.32
C -21.40876 6.09743 11.02406  -0.70
C -24.60187 11.33506 11.54795  -0.63
C -13.75764 16.05757 7.56108  -0.68
C -11.17593 9.62304 10.04651  -0.89
C -15.16093 7.96650 7.63725  0.22
C -21.86485 4.23315 12.12664  -0.01
C -17.33101 16.76671 14.35769  -0.67
C -16.09543 13.60756 8.99949  0.29
C -19.40248 16.01192 15.52238  -0.02
C -20.92662 13.92850 17.93603  -0.95
C -20.62985 5.11662 10.54035  -0.61
C -17.74787 9.64287 14.45136  -0.27
C -19.67594 2.54625 9.53154  -1.18
C -23.75878 11.25895 10.50688  -0.78
C -14.80719 6.45950 7.62308  -1.45
C -18.29222 9.24902 16.85854  -0.13
C -12.87617 17.29264 9.59044  -0.89
C -17.24776 14.12576 9.97274  -0.98
C -14.71812 15.10269 7.41342  -0.18
C -14.63269 10.00169 9.19899  -0.60
C -16.79492 9.95533 12.27949  -0.92
H -15.81380 9.77270 11.83464  0.02
H -16.19942 8.15541 7.91825  0.04
H -17.56687 15.05171 9.60366  0.50
H -24.16936 5.94537 12.23058  0.34
H -18.89280 7.72476 18.26280  0.37
H -17.89176 9.82456 17.69421  0.44
H -17.31811 14.02963 14.18262  0.50
H -13.19862 17.44169 10.56998  0.37
H -17.51250 9.20933 11.92283  0.52
H -19.99539 14.36973 18.36030  0.35
H -15.58692 5.90340 7.08637  0.38
H -22.00533 12.09257 8.06240  0.15
H -22.32573 3.59103 12.92382  0.40
H -17.03583 16.59286 13.35635  0.25
H -24.46473 11.24306 12.63972  0.55
H -19.11813 1.59186 9.45292  0.38
H -22.66314 11.12679 10.45212  0.69
H -17.07680 11.01389 12.10665  0.30
H -12.47925 7.79433 8.26151  0.39
H -11.19460 9.31940 11.08589  0.34
H -23.25295 13.24194 7.56451  0.41
H -21.28443 7.11886 10.80558  1.01
H -27.85595 12.23055 11.23655  0.35
H -23.63319 10.21096 7.80642  0.28
H -22.65802 12.03209 6.47644  0.37
H -23.11740 7.28177 12.38589  0.26
H -19.22318 2.66747 11.73962  0.31
H -20.71504 1.90300 11.36921  0.37
H -26.73158 12.69792 12.53348  0.34
H -13.32965 16.83034 6.95294  0.38
H -19.01866 3.38122 9.15653  0.35
H -26.52735 11.69295 8.87938  0.35
H -15.38396 9.20984 16.61700  0.47
H -16.54226 16.72559 15.09110  0.32
H -20.71367 12.87357 17.72474  0.21
H -12.97479 18.19225 8.98638  0.36
H -19.97037 5.07092 9.68527  0.35
H -11.82436 17.05968 9.69258  0.32
H -19.47844 12.78707 15.36570  0.82
H -18.76652 9.57455 14.03579  0.52
H -13.43593 11.22701 10.56621  0.91
H -15.13681 14.67703 6.50889  0.45
H -17.84808 17.70165 14.48066  0.31
H -15.02493 8.32453 6.60370  0.22
H -13.88437 6.29418 7.08568  0.45
H -10.59774 8.95087 9.49921  0.38
H -14.56725 10.07873 14.10421  0.55
H -16.92003 14.16872 10.97093  0.16
H -14.48591 15.32404 10.72419  0.23
H -15.58815 12.86730 9.58905  -0.34
H -19.11263 7.13514 16.52009  0.26
H -19.73076 17.03640 15.83657  0.35
H -20.55483 2.46943 8.96018  0.37
H -24.86489 11.36452 7.33854  0.30
H -23.12799 6.12845 13.78067  0.35
H -21.75985 15.53165 16.56735  0.44
H -19.19645 9.74695 16.48186  -0.01
H -17.55076 7.28967 17.34510  0.38
H -18.04875 13.38543 9.88434  0.21
H -21.70832 14.03989 18.65531  0.38
H -14.66548 6.08131 8.66323  0.36
H -16.39376 13.25457 8.04634  0.38
H -27.35419 11.02120 12.34619  0.34
H -15.62514 10.32985 9.32055  0.56
H -21.91928 14.04412 15.84682  0.34
H -10.77552 10.65307 9.87985  0.33

Atoms 1-2, force components in eV/Å:
As -0.4863 0.4073 -2.3954
As -0.1409 -0.3327 -0.3255

HOMO in eV: -15.48
Molar mass in g mol⁻¹: 1193.90
Total charge: +3
Spin multiplicity: 1

***

Density functional theory data (ωB97M-V/def2-TZVPD) for 2 unconnected molecules or ions with the total composition C11H17N4 in a non-equilibrium geometry.

Last column: Mulliken charge in e.
Positions of all 32 atoms, in Å:
N 1.31063 -0.96407 1.51198  -0.19
N -1.53076 -0.16491 2.01950  -0.38
N -1.69831 -1.59128 0.27905  -0.30
N -3.03853 0.34915 0.35851  -0.24
C 1.77373 1.39168 -1.18865  -0.55
C 1.36932 2.66918 0.85206  -0.52
C -2.04082 -0.45133 0.86183  0.38
C 1.29564 0.31790 0.93781  0.46
C 1.65865 -1.19541 -0.71895  1.05
C 1.59448 -1.86119 0.45108  -1.17
C 1.59353 0.23458 -0.42168  0.13
C 1.73599 -1.77126 -2.10531  -1.34
C -3.13508 0.42097 -1.11022  -0.93
C 1.25149 1.52307 1.62875  -0.57
C 1.61570 2.58949 -0.52572  -0.63
H -1.53935 -1.75447 -0.70192  0.26
H -0.57531 -0.45187 2.24686  0.32
H -3.89171 -0.25196 -1.50502  0.34
H 1.87266 -1.06407 2.34834  0.24
H 0.81751 -2.35816 -2.19808  0.27
H -2.19044 0.30775 -1.64362  0.36
H 1.05193 1.65038 2.68783  0.50
H -1.66985 0.76244 2.35428  0.32
H 1.88976 1.31980 -2.26131  0.39
H 1.70090 -1.03175 -2.89840  0.34
H 1.71864 3.54199 -1.03286  0.39
H -3.38692 1.45437 -1.35467  0.31
H -3.94136 0.17904 0.76938  0.30
H 1.71604 -2.91954 0.62252  0.45
H 2.62712 -2.33982 -2.34643  0.34
H 1.11246 3.63532 1.26764  0.38
H -1.06777 -2.17605 0.81542  0.29

Atoms 1-2, force components in eV/Å:
N 0.0043 -0.3775 -0.1729
N 0.9721 0.5289 1.2437

HOMO in eV: -11.50
Molar mass in g mol⁻¹: 205.28
Total charge: +1
Spin multiplicity: 1
Relative energy (zero: lowest compared OMol25 entry of this formula, charge and spin) in kcal per mole: 22.2

***

Among the records above, which one has the lowest HOMO?
C37H66As2F15N12O3S

***

spin multiplicity of number 3 (C12H25BrN5O)?
1

***

Among the records above, which one has the lowest HOMO?
C37H66As2F15N12O3S